# 1
Here is an isolated molecule of C4H9NO2 at a distorted geometry from the Open Molecules 2025 dataset. Energies are from ωB97M-V/def2-TZVPD.

The geometry in XYZ format:
```
16
Properties=species:S:1:pos:R:3:mulliken_charge:R:1
O -2.72 1.01 -0.47 -0.617
O 0.98 -1.67 0.30 -0.588
N -1.52 -0.12 1.11 -0.329
C 1.70 -0.47 0.36 -0.355
C -1.68 0.49 -0.10 0.450
C -0.43 0.39 -0.96 -0.428
C 0.84 0.88 -0.29 -0.624
H -0.38 -0.83 -1.14 0.116
H 0.64 1.49 0.60 0.344
H -0.60 0.70 -1.99 0.359
H -2.36 -0.23 1.66 0.237
H -0.78 -0.81 1.23 0.264
H 2.64 -0.53 -0.21 0.312
H 1.87 -0.13 1.39 0.291
H 0.29 -1.60 -0.50 0.241
H 1.51 1.42 -0.98 0.327
```

Computed properties:
Kohn-Sham gap ... 10.6 eV
HOMO level ... -9.86 eV
Energy relative to the best compared isomer or geometry (same formula, charge and spin) ... 2.0067 eV
Calculated total energy ... -363.0118 Eh

***

# 2
Here is a cluster of 2 separate species, C4H9NO2 in total from the Open Molecules 2025 dataset. Energies are from ωB97M-V/def2-TZVPD.

The geometry in XYZ format:
```
16
Properties=species:S:1:pos:R:3:mulliken_charge:R:1
O -1.18 -1.33 -0.56 -0.563
O 0.52 0.82 0.26 -0.270
N 1.88 -0.99 0.53 -0.673
C -1.61 -0.42 0.42 -0.399
C 1.16 -0.20 1.12 -0.034
C 1.46 0.22 -1.32 -0.624
C -0.92 0.93 0.28 -0.378
H -1.18 1.39 -0.67 0.288
H -1.46 -0.82 1.44 0.288
H -2.69 -0.27 0.29 0.391
H 0.88 1.01 -1.80 0.247
H 2.51 0.46 -1.22 0.311
H -0.29 -1.63 -0.31 0.385
H 1.27 -0.76 -1.72 0.396
H 0.89 -0.02 2.16 0.385
H -1.22 1.61 1.09 0.252
```

Computed properties:
Kohn-Sham gap ... 8.7 eV
HOMO level ... -8.36 eV
Energy relative to the best compared isomer or geometry (same formula, charge and spin) ... 6.0511 eV
Calculated total energy ... -362.8632 Eh

***

# 3
Here is a cluster of 2 separate species, C4H9NO2 in total from the Open Molecules 2025 dataset. Energies are from ωB97M-V/def2-TZVPD.

The geometry in XYZ format:
```
16
Properties=species:S:1:pos:R:3:mulliken_charge:R:1
O 1.00 -1.05 2.52 -0.455
O -0.07 1.97 -0.25 -0.517
N 1.19 -0.61 0.18 -0.522
C 1.07 -0.89 1.36 0.756
C -0.72 -1.33 -1.20 -0.939
C 0.79 -1.33 -1.02 -0.399
C -0.62 2.22 1.02 -0.585
H -0.99 -1.86 -2.12 0.341
H -1.51 2.84 0.87 0.255
H -0.94 1.30 1.54 0.237
H 0.06 2.76 1.69 0.259
H 1.27 -0.84 -1.87 0.262
H 0.60 1.28 -0.14 0.366
H 1.18 -2.35 -0.97 0.376
H -1.21 -1.83 -0.36 0.300
H -1.09 -0.30 -1.26 0.266
```

Computed properties:
Kohn-Sham gap ... 10.8 eV
HOMO level ... -10.13 eV
Energy relative to the best compared isomer or geometry (same formula, charge and spin) ... 1.4737 eV
Calculated total energy ... -363.0314 Eh

***

# 4
Here is an isolated molecule of C4H9NO2 at a distorted geometry from the Open Molecules 2025 dataset. Energies are from ωB97M-V/def2-TZVPD.

The geometry in XYZ format:
```
16
Properties=species:S:1:pos:R:3:mulliken_charge:R:1
O -0.25 -1.10 -2.78 -0.629
O -0.59 -0.12 -0.03 -0.207
N 0.43 0.15 -1.03 -0.405
C -0.15 -0.01 1.27 0.778
C -0.91 -0.56 2.21 -1.050
C 1.11 0.75 1.54 -0.960
C -0.24 0.41 -2.22 -0.173
H -1.78 -1.15 1.95 0.275
H 0.65 -0.92 -1.46 0.365
H 1.98 0.22 1.14 0.271
H 0.41 0.89 -2.95 0.233
H -0.69 -0.43 3.26 0.257
H 1.24 0.89 2.61 0.345
H -1.04 -1.55 -2.44 0.323
H 1.08 1.72 1.05 0.297
H -1.25 0.81 -2.12 0.279
```

Computed properties:
Kohn-Sham gap ... 9.5 eV
HOMO level ... -8.55 eV
Energy relative to the best compared isomer or geometry (same formula, charge and spin) ... 4.9278 eV
Calculated total energy ... -362.9044 Eh

***

# 5
Here is an isolated molecule of C4H9NO2 from the Open Molecules 2025 dataset. Energies are from ωB97M-V/def2-TZVPD.

The geometry in XYZ format:
```
16
Properties=species:S:1:pos:R:3:mulliken_charge:R:1
O 0.51 0.98 1.15 -0.304
O -1.13 1.53 -0.46 -0.534
N -1.60 1.35 1.71 -0.357
C 1.20 0.01 0.23 -0.140
C 0.31 -1.46 -1.63 -1.399
C 0.08 -0.82 -0.28 -0.669
C -0.72 1.19 0.74 0.807
H -1.30 1.23 2.67 0.236
H 1.99 -0.40 0.89 0.246
H -0.81 0.71 -0.95 0.464
H -2.52 1.65 1.45 0.243
H 1.12 -2.21 -1.61 0.354
H -0.60 -1.95 -1.98 0.332
H 1.70 0.61 -0.55 0.267
H 0.58 -0.70 -2.37 0.322
H -0.18 -1.56 0.48 0.132
```

Computed properties:
Kohn-Sham gap ... 7.3 eV
HOMO level ... -6.57 eV
Energy relative to the best compared isomer or geometry (same formula, charge and spin) ... 3.9550 eV
Calculated total energy ... -362.9402 Eh

***

# 6
Here is an isolated molecule of C4H9NO2 from the Open Molecules 2025 dataset. Energies are from ωB97M-V/def2-TZVPD.

The geometry in XYZ format:
```
16
Properties=species:S:1:pos:R:3:mulliken_charge:R:1
O 1.04 -0.38 -1.99 -0.465
O -0.35 -1.84 1.64 -0.523
N 1.10 0.29 0.33 -0.026
C -0.99 -1.00 0.70 -0.498
C -0.35 0.39 0.60 0.235
C 1.47 0.34 -0.96 -0.100
C -0.82 1.19 -0.62 -1.240
H 1.76 0.66 1.01 0.239
H -0.45 0.85 1.60 0.349
H -1.89 1.07 -0.84 0.277
H -2.03 -0.89 1.03 0.334
H -0.61 2.26 -0.49 0.167
H 2.50 0.67 -1.13 0.316
H 0.06 -0.29 -1.93 0.436
H 0.58 -1.87 1.38 0.321
H -1.02 -1.46 -0.31 0.179
```

Computed properties:
Kohn-Sham gap ... 7.0 eV
HOMO level ... -6.97 eV
Energy relative to the best compared isomer or geometry (same formula, charge and spin) ... 4.9820 eV
Calculated total energy ... -362.9024 Eh

***

What did the second record say?
Here is a cluster of 2 separate species, C4H9NO2 in total from the Open Molecules 2025 dataset. Energies are from ωB97M-V/def2-TZVPD.

The geometry in XYZ format:
```
16
Properties=species:S:1:pos:R:3:mulliken_charge:R:1
O -1.18 -1.33 -0.56 -0.563
O 0.52 0.82 0.26 -0.270
N 1.88 -0.99 0.53 -0.673
C -1.61 -0.42 0.42 -0.399
C 1.16 -0.20 1.12 -0.034
C 1.46 0.22 -1.32 -0.624
C -0.92 0.93 0.28 -0.378
H -1.18 1.39 -0.67 0.288
H -1.46 -0.82 1.44 0.288
H -2.69 -0.27 0.29 0.391
H 0.88 1.01 -1.80 0.247
H 2.51 0.46 -1.22 0.311
H -0.29 -1.63 -0.31 0.385
H 1.27 -0.76 -1.72 0.396
H 0.89 -0.02 2.16 0.385
H -1.22 1.61 1.09 0.252
```

Computed properties:
Kohn-Sham gap ... 8.7 eV
HOMO level ... -8.36 eV
Energy relative to the best compared isomer or geometry (same formula, charge and spin) ... 6.0511 eV
Calculated total energy ... -362.8632 Eh

***

Question: Among the records above, which one has the lowest HOMO level?
Answer: number 3

***

Question: Number 5 is which compound?
Answer: C4H9NO2

***

Question: Which value of calculated total energy does entry 2 give?
Answer: -362.8632 Eh